{
  "formula": "C2H5NO3",
  "method": "the ωB97M-V functional and the def2-TZVPD basis",
  "species": ["H", "N", "O", "C", "H", "C", "H", "O", "H", "H", "O"],
  "xyz": [[-0.596, 2.124, -1.111], [-0.112, 1.556, -0.383], [-0.489, -0.221, 0.993], [-0.562, 0.316, -0.151], [0.039, -2.741, -0.098], [1.119, 2.038, 0.187], [1.114, 2.972, 0.660], [-0.682, -3.440, -0.154], [-0.636, -3.784, 0.748], [-1.321, -0.127, -0.835], [2.128, 1.307, 0.144]],
  "atomic_forces_ev_per_a": [[0.76, -0.70, 0.93], [0.74, 2.29, -1.34], [0.82, 1.06, -3.47], [-2.42, -2.60, 4.47], [-1.41, -1.11, -0.29], [2.48, -4.67, -1.17], [-0.12, 1.67, 0.47], [1.65, 1.29, 0.44], [-0.28, -0.12, -0.13], [0.83, 0.40, -0.29], [-3.04, 2.49, 0.39]],
  "smiles": "O=CNC=O.O",
  "e_lumo_ev": 0.12,
  "orbital_gap_ev": 10.53,
  "e_above_lowest_kj_mol": 157.6,
  "total_energy_ha": -359.6493
}